No. 1
DFT (ωB97M-V/def2-TZVPD) results for a cluster of 2 separate species, C25H49B2Cl2NO11P in total in a non-equilibrium geometry.

```
91
Properties=species:S:1:pos:R:3:forces:R:3:lowdin_charge:R:1
Cl 3.093942 -2.262271 4.390274 0.5 1.1 -1.0 0.428
Cl 2.115479 -3.750109 2.007126 0.9 1.4 -1.2 0.538
P 4.865132 -0.068733 -0.191758 0.9 -1.2 0.6 0.987
O -1.331244 -4.161252 0.204163 -3.2 7.6 4.0 -0.059
O -6.759157 2.138625 1.335409 0.4 -1.0 2.3 0.132
O 1.572817 -3.602414 -5.085695 1.5 0.0 -0.8 -0.154
O -5.409308 0.905208 2.712789 -1.1 0.6 -0.5 0.066
O 2.206582 2.073230 -1.789181 -0.2 -0.1 3.1 0.027
O 2.763991 -0.576847 -1.721017 1.2 0.5 2.3 -0.090
O -0.873308 -2.276202 1.669815 -2.6 -0.9 -3.2 -0.156
O -7.321381 1.778849 3.525929 0.3 0.2 -0.9 0.060
O 5.434659 -1.256816 -1.382849 -1.1 0.4 2.3 -0.347
O -1.657263 3.857067 1.759434 -0.3 1.8 -1.2 -0.277
O 1.528314 -2.003219 -0.399388 -0.2 1.0 2.6 -0.048
N 2.439584 2.438781 0.747381 1.5 0.4 -1.5 0.096
C -0.795453 -1.639102 -3.016447 -0.6 0.5 0.3 -0.184
C -6.517914 1.652939 2.424075 -0.4 0.8 -2.1 -0.509
C 0.954549 -0.560810 1.701846 -0.6 -1.0 0.7 -0.044
C -2.596579 3.815851 0.599560 0.0 0.1 0.2 -0.202
C -1.785040 -3.014593 0.781774 4.1 -6.0 -2.4 -0.131
C -3.497451 1.663555 -0.888946 -0.6 -0.1 -0.4 -0.202
C -2.226737 0.711425 -3.155760 -0.7 0.2 0.1 -0.214
C -3.269707 2.320301 0.595753 -0.7 0.4 0.4 -0.157
C 3.079708 -2.226033 1.450921 0.4 0.6 0.3 -0.525
C 0.461561 -0.700323 -2.504666 -1.1 -0.2 -1.2 -0.099
C 2.358538 -2.593835 -4.315903 0.8 -0.7 -0.2 -0.346
C 2.087440 -2.914256 -2.731214 0.6 -0.9 -0.8 -0.030
C -4.666748 -0.467416 4.565388 0.1 -0.3 0.0 -0.010
C 2.097332 -1.118926 0.672022 -0.1 -2.7 -2.0 -0.295
C 2.926016 -0.106173 -0.305349 -0.1 1.1 -2.9 -0.315
C 3.956883 -2.704580 -4.760572 -0.6 1.2 -0.2 -0.088
C -5.361385 0.807207 4.127403 0.8 -0.9 0.8 -0.345
C 3.828908 -1.611065 2.774640 1.8 0.1 0.0 -0.642
C -2.249402 -0.870423 -2.724089 0.0 -1.0 -1.4 -0.216
C -0.996064 5.169838 1.859655 1.1 -0.2 0.2 -0.142
C 5.441933 -2.044064 2.852812 0.0 -0.4 0.3 -0.180
C -0.594151 -0.914962 1.178028 0.4 1.8 0.7 -0.140
C 5.558783 1.603110 -0.814359 1.0 0.3 -1.7 -0.308
C -6.815539 0.869413 4.487884 -0.3 0.0 0.8 -0.118
C -2.210662 1.769762 -1.900143 -0.2 0.8 -0.1 -0.226
B 1.697882 -1.596823 -1.815245 -0.2 0.9 -0.5 -0.918
B 2.507312 1.475104 -0.445405 -0.9 1.7 -1.0 -0.474
H -4.348446 2.419588 1.086018 2.5 -0.2 -1.1 0.089
H 4.027532 -2.933000 -5.929388 -0.1 0.2 2.5 0.073
H 6.093048 -1.054025 2.885875 -1.3 -2.3 -0.2 0.072
H 1.995086 -1.544221 -4.682741 0.6 -1.9 0.9 0.132
H -0.731921 -0.770122 0.025541 0.5 -0.6 2.2 0.122
H -2.257051 2.858511 -2.384676 0.2 -2.2 1.0 0.109
H 2.089838 3.385423 0.453337 0.4 -1.2 0.4 0.060
H 1.071756 0.557125 2.027944 -0.2 -2.0 -1.1 0.113
H -7.339196 -0.085232 4.360805 0.3 0.0 0.0 0.140
H -3.827527 -0.705057 3.903896 0.0 0.2 0.2 0.090
H -3.871609 0.538316 -0.760733 1.0 2.4 -0.2 0.111
H -1.973117 4.082449 -0.357881 -1.2 -0.7 1.6 0.110
H -4.404116 2.223491 -1.417582 1.8 -1.1 1.2 0.120
H 3.452264 2.619013 1.018693 -1.7 -0.4 0.0 0.066
H 3.085019 -3.395735 -2.304742 -2.0 0.7 -0.8 0.107
H 6.738531 1.454238 -0.914329 -2.6 0.1 0.3 0.058
H 3.801391 -0.424824 2.829531 -0.3 -2.7 -0.2 0.112
H 5.757429 -2.744461 1.948525 -0.7 1.8 1.7 0.078
H -6.985640 1.238694 5.502065 -0.1 0.1 -0.2 0.142
H 5.637824 -2.699649 3.831159 -0.5 1.6 -2.1 0.061
H -3.410105 4.671240 0.733848 1.5 -1.8 -0.3 0.134
H 5.175896 1.838896 -1.906917 0.6 -0.1 2.3 0.070
H -5.346237 -1.326079 4.541140 0.0 0.1 -0.1 0.086
H 1.822340 2.996739 -1.683913 0.9 -1.8 0.0 0.097
H -2.646310 -1.055942 -1.633306 0.9 0.6 -2.0 0.078
H 4.554665 -3.484538 -4.111716 -1.2 1.6 -1.4 0.080
H -1.345492 0.951163 -3.912647 -1.7 -0.6 1.8 0.118
H -1.358067 -0.194757 1.736261 1.6 -1.3 -1.1 0.116
H 3.897523 -2.644646 0.704666 -1.9 1.0 1.6 0.099
H -4.810814 1.680349 4.498855 -0.2 0.0 0.0 0.165
H -4.292667 -0.369583 5.589419 0.0 0.0 -0.2 0.090
H 0.147554 0.140840 -1.747741 0.2 -1.5 -1.4 0.083
H 2.156619 -4.042109 -5.773531 -0.9 1.1 1.4 0.075
H -0.740828 -1.863130 -4.187211 0.0 0.6 2.5 0.117
H 5.419816 2.499983 -0.062353 0.0 -2.0 -1.5 0.051
H 0.120774 5.006056 2.247682 -2.5 0.1 -0.8 0.099
H -3.021369 -1.410510 -3.457221 1.4 1.1 1.7 0.102
H -3.232731 0.929250 -3.758739 2.0 -0.4 1.3 0.108
H -1.505892 5.888103 2.650010 0.7 -1.4 -1.9 0.097
H -0.769926 -2.715680 -2.502698 -0.2 2.4 -0.9 0.111
H 1.213614 -3.723608 -2.660440 2.0 1.6 -0.3 0.123
H -2.636196 1.639405 1.336732 -1.1 1.4 -1.9 0.109
H 4.399877 -1.601607 -4.648409 -0.7 -2.6 0.0 0.091
H -1.238903 1.748531 -1.247687 -1.6 -0.3 -1.4 0.101
H 1.071194 -1.199649 2.704057 -0.3 1.4 -2.1 0.096
H -0.901565 5.628642 0.787055 -0.3 -0.5 2.1 0.089
H -2.901258 -2.739769 0.561144 2.2 0.2 0.7 0.153
H 0.867076 -0.129522 -3.467815 -0.7 -1.0 2.1 0.110
H 5.257466 -2.147605 -0.925940 0.3 2.0 -1.1 0.050
```
Forces are in eV/Å.

Computed properties:
Total charge = -1
E_tot = -3175.59962 hartree
Highest occupied orbital energy = -4.3 eV
Relative energy (zero: lowest compared OMol25 entry of this formula, charge and spin) = 240.9 kcal per mole

=====

No. 2
DFT (ωB97M-V/def2-TZVPD) results for a structure of composition C19H35BCoN8SSi in a non-equilibrium geometry.

```
66
Properties=species:S:1:pos:R:3:forces:R:3:nbo_charge:R:1
Co 0.081094 0.207346 0.674738 0.6 0.3 0.6 1.161
S -2.445491 0.153797 -1.591488 1.2 -0.2 0.0 0.428
Si 1.874301 0.009158 -0.820718 1.1 -0.5 -1.1 0.852
N -0.514968 0.636279 3.461104 -0.3 0.0 0.4 -0.324
N -4.660876 0.134131 -0.170356 0.6 0.1 -0.8 -0.736
N 0.555163 0.480387 2.670108 0.6 -0.2 -0.5 -0.416
N -2.014305 1.746031 1.839760 -0.6 0.3 0.2 -0.323
N -1.341608 -1.152418 1.204282 0.0 0.0 -0.6 -0.405
N -2.154581 -0.718913 2.176974 -0.5 -0.2 0.2 -0.320
N -1.104914 1.851149 0.861741 0.1 0.0 -0.7 -0.407
N -4.874437 0.586096 -2.419620 0.6 -0.1 0.2 -0.738
C -1.395184 2.938370 0.154710 -0.2 0.1 0.2 -0.022
C -2.949453 -2.665061 1.503482 -0.1 0.0 0.0 -0.348
C 1.448252 0.359239 -2.773999 0.4 -0.4 1.6 -0.408
C -4.093600 0.297825 -1.373068 -2.3 0.2 0.6 0.248
C 4.003253 -1.941758 -1.326434 -0.1 -0.2 0.1 -0.617
C 2.722195 0.472451 -3.595835 -0.2 0.0 -0.1 -0.618
C -1.809550 -2.324202 0.781696 -0.3 -0.1 0.1 -0.013
C -2.881537 2.763231 1.758377 0.0 0.2 -0.2 -0.006
C 0.713098 1.692972 -2.794916 0.2 -0.2 -0.2 -0.613
C 3.257909 1.314335 -0.431720 -0.6 -0.5 -0.1 -1.114
C 1.262148 0.828554 4.752949 -0.2 0.0 0.0 -0.328
C 1.779867 -2.924676 -0.761795 0.2 0.1 0.0 -0.607
C -3.130809 -1.614805 2.381962 -0.1 -0.3 -0.1 -0.027
C -0.119004 0.845800 4.720274 0.4 0.0 0.3 0.004
C -2.524358 3.555223 0.684823 -0.1 0.0 0.0 -0.339
C 3.130555 -1.803750 0.995563 -0.1 0.0 -0.2 -0.619
C 0.555923 -0.730233 -3.345459 0.2 0.3 -0.1 -0.606
C 1.638007 0.597496 3.433102 -0.3 0.0 0.1 -0.009
C 2.750226 -1.787448 -0.480116 -0.6 1.4 -0.4 -0.406
B -1.939034 0.627399 2.896404 0.8 0.1 -0.2 0.523
H 3.866794 -1.037183 1.217757 0.1 0.1 0.1 0.208
H -1.339933 -2.873368 -0.010993 0.2 0.0 -0.1 0.237
H -4.097366 -0.134251 0.618495 0.1 -0.1 0.2 0.439
H 3.584895 1.264201 0.601716 0.0 0.0 0.2 0.227
H 3.763977 -2.021663 -2.382370 0.0 0.0 -0.2 0.202
H 4.128693 1.150691 -1.060593 0.1 0.0 -0.1 0.230
H 1.328066 2.487768 -2.382544 0.0 0.2 0.1 0.216
H -5.874627 0.659425 -2.340778 -0.1 0.0 0.0 0.425
H 2.623964 0.513422 3.018888 0.1 -0.1 -0.2 0.228
H 2.912083 2.328996 -0.603099 -0.1 0.2 -0.1 0.228
H -3.549343 -3.545028 1.401776 -0.1 -0.2 0.0 0.248
H 3.568701 -2.767922 1.251377 0.1 -0.2 0.1 0.210
H 2.257368 -1.650883 1.628716 -0.1 0.0 0.2 0.198
H 1.107350 -1.653757 -3.497907 0.0 -0.2 0.0 0.218
H 1.900055 0.962898 5.601513 0.1 0.0 0.2 0.242
H -0.797304 3.244829 -0.681875 0.2 -0.1 -0.1 0.233
H 3.378732 1.249236 -3.217183 0.1 0.1 0.0 0.212
H 3.270867 -0.463144 -3.630337 0.1 -0.1 0.0 0.211
H 2.456563 0.732153 -4.621267 0.1 0.1 -0.2 0.201
H 4.519780 -2.857661 -1.037006 0.2 -0.2 0.0 0.205
H 0.894182 -2.841136 -0.135448 -0.2 0.0 0.1 0.185
H -3.878572 -1.470139 3.135337 -0.1 0.1 0.2 0.239
H -3.685284 2.874473 2.456905 -0.1 0.0 0.2 0.231
H -3.008392 4.442306 0.334369 -0.1 0.2 0.0 0.242
H -4.455409 0.705483 -3.326559 -0.1 0.1 -0.1 0.431
H -0.831787 0.989714 5.507138 -0.2 0.0 0.1 0.228
H -5.658812 0.173523 -0.046548 0.0 0.0 0.0 0.422
H -0.215007 1.631394 -2.233186 -0.2 0.1 0.1 0.176
H 1.473013 -2.940782 -1.802704 -0.1 0.0 -0.2 0.204
H 0.467667 1.962883 -3.821341 -0.1 0.1 -0.2 0.204
H -0.297114 -0.924987 -2.700777 -0.1 -0.2 0.1 0.176
H 0.167689 -0.416988 -4.314662 -0.1 0.0 -0.3 0.197
H -2.751615 0.784634 3.736723 -0.3 0.0 0.2 -0.015
H 4.691956 -1.113950 -1.182720 0.1 0.1 0.0 0.209
H 2.259890 -3.879191 -0.547336 0.0 -0.2 0.1 0.207
```
Forces are in eV/Å.

Computed properties:
Total charge = +1
E_tot = -3278.17138 hartree
⟨S²⟩ = 6.014
Highest occupied orbital energy (spin up / spin down) = -9.9 / -10.4 eV
Multiplicity = 5

=====

The lowest E_tot belongs to which entry?
C19H35BCoN8SSi